1.
C31H32N5O3 | ωB97M-V/def2-TZVPD

```
71
C31H32N5O3, DFT ωB97M-V/def2-TZVPD
C -0.32953 -0.76255 5.78971
N -0.94573 -0.03009 4.70417
C -0.99447 1.33729 4.70861
O -0.59682 2.05334 5.61347
C -1.68776 1.77635 3.41911
C -0.81590 2.70725 2.56253
C -0.48856 4.02123 3.24327
C 0.85867 4.40858 3.38460
C 1.17063 5.56006 4.10904
C 0.16718 6.35723 4.64440
C -1.18416 5.99465 4.46081
C -1.49529 4.83269 3.74484
N -1.99375 0.50549 2.77137
C -2.60776 0.53629 1.56868
C -2.88582 -0.56632 0.76197
C -3.62447 -0.53506 -0.49337
C -3.88473 -1.87493 -1.03815
C -4.71210 -1.98093 -2.19004
C -5.16354 -3.21038 -2.70650
C -4.84560 -4.41038 -2.05402
N -5.31784 -5.65355 -2.56928
O -5.06327 -6.72458 -1.96801
O -5.99390 -5.62483 -3.62811
C -4.07624 -4.36912 -0.88184
C -3.58129 -3.14946 -0.40593
C -1.57163 -0.67848 3.55894
C -0.51715 -1.51036 2.81989
C -2.75957 -1.53090 4.03635
H 0.07375 -0.05128 6.52120
H -1.07239 -1.41223 6.27228
H 0.47884 -1.39484 5.39765
H -2.64522 2.26671 3.67962
H 0.11430 2.17377 2.30062
H -1.37365 2.92353 1.63957
H 1.62670 3.77835 2.94565
H 2.22650 5.82243 4.25330
H 0.41568 7.24866 5.22219
H -1.97554 6.60984 4.87092
H -2.54567 4.55256 3.57694
H -2.85980 1.52083 1.16477
H -2.69801 -1.53780 1.23343
H -4.59562 0.17618 -0.42660
H -5.00252 -1.07929 -2.71802
H -5.74324 -3.25710 -3.61995
H -3.87468 -5.31740 -0.39230
H -2.97310 -3.25059 0.50865
H 0.38457 -0.90109 2.66085
H -0.26377 -2.39855 3.41575
H -0.89429 -1.81984 1.84588
H -3.31322 -0.95348 4.79232
H -3.44062 -1.74854 3.20854
H -2.36958 -2.46784 4.46615
C -0.84146 4.30909 -6.53451
C -0.49513 3.01737 -6.12963
C -1.25718 2.31009 -5.16257
C -2.38643 2.90831 -4.59296
N -3.08876 2.22586 -3.56767
C -2.71709 1.07411 -2.88054
N -3.61250 0.76326 -1.92283
C -4.64190 1.73529 -2.04106
C -4.29727 2.60242 -3.02995
C -2.77425 4.15830 -5.03499
C -2.00503 4.88260 -5.97962
H -0.20561 4.88225 -7.24293
H 0.40708 2.56564 -6.56670
H -0.98989 1.31064 -4.88389
H -1.83631 0.53798 -3.21735
H -5.59120 1.76335 -1.49298
H -4.80030 3.44136 -3.46290
H -3.66152 4.65637 -4.65730
H -2.26742 5.89952 -6.27475
```

As for the net charge: +1. Its spin multiplicity is 1. The HOMO-LUMO gap is 6.774 eV. For the largest force on an atom, the calculation gives 5.10 eV/A.

***

2.
C31H32N6O5Rb | ωB97M-V/def2-TZVPD

```
75
C31H32N6O5Rb, DFT ωB97M-V/def2-TZVPD
Rb 0.01584 0.52042 1.20498
C -6.52914 -3.37816 -2.52973
C -5.39314 -2.62325 -1.90015
C -5.56739 -1.64101 -0.96235
C -4.44253 -1.02448 -0.37788
C -4.33496 -0.12497 0.71877
N -5.03558 0.92274 1.04007
C -5.86629 1.65837 0.08199
C -5.04396 2.03906 -1.14572
C -3.95439 3.08239 -0.86569
N -2.68000 2.76395 -1.49626
C -2.24507 3.17579 -2.65408
C -0.97958 2.86024 -3.18858
C -0.61557 3.29268 -4.49426
C 0.60639 3.01066 -5.01487
C 1.02366 3.44463 -6.39189
C 1.51754 2.24516 -4.21288
C 1.24536 1.78130 -2.96590
C 2.20059 0.95538 -2.13454
N 2.68351 -0.17860 -2.42711
C 2.28611 -0.84057 -3.68000
C 0.87035 -1.37616 -3.56152
C 0.68529 -2.53643 -2.56871
N -0.53821 -2.25886 -1.84539
C -1.60706 -2.79540 -2.24063
C -2.92808 -2.39617 -1.72868
C -4.05213 -2.98246 -2.23838
C -3.10491 -1.26138 -0.83996
O -2.21381 -0.44289 -0.51103
C -0.03884 2.13196 -2.37303
O -0.32669 1.83468 -1.18705
H -7.48693 -2.89881 -2.31999
H -6.58781 -4.40766 -2.16650
H -6.42481 -3.43049 -3.61632
H -6.56987 -1.38302 -0.63280
H -3.50698 -0.27709 1.39271
H -4.65655 1.37289 1.90253
H -6.24564 2.53518 0.60732
H -6.73113 1.06172 -0.20958
H -5.71358 2.39604 -1.93266
H -4.56948 1.13684 -1.53130
H -3.74076 3.15295 0.20310
H -4.26128 4.07848 -1.19101
H -2.00758 2.14023 -1.01375
H -2.92490 3.80401 -3.22920
H -1.33426 3.86388 -5.07652
H 0.26301 4.07975 -6.84753
H 1.17910 2.58994 -7.05564
H 1.95885 4.00982 -6.37682
H 2.49080 2.02311 -4.64297
H 2.47569 1.37840 -1.16981
H 2.99578 -1.65360 -3.85197
H 2.35788 -0.18438 -4.54721
H 0.48224 -1.67220 -4.54125
H 0.22688 -0.56356 -3.21931
H 1.50646 -2.56601 -1.85251
H 0.66026 -3.49776 -3.10369
H -1.61224 -3.55715 -3.03966
H -3.90795 -3.77511 -2.97161
O -3.63108 1.65933 3.10565
C -2.43953 1.22566 3.17049
O -1.38601 1.83646 2.97969
C -2.33137 -0.27281 3.50023
C -2.92032 -0.77812 4.65577
C -2.83552 -2.13304 4.90406
C -2.20562 -2.95244 3.97895
C -1.66442 -2.37191 2.84730
N -1.70931 -1.05775 2.61406
H -3.43184 -0.10574 5.33075
H -3.26194 -2.55345 5.80715
H -2.12341 -4.01977 4.13303
H -1.16715 -2.97468 2.09608
O 1.72650 -1.44004 4.08882
C 2.12591 -0.75066 3.16783
N 2.46068 -0.08076 2.24803
```

As for the net charge: -1. Its spin multiplicity is 1. The HOMO-LUMO gap is 6.286 eV. For the largest force on an atom, the calculation gives 1.06 eV/A.

***

3.
C31H32O7 | ωB97M-V/def2-TZVPD

```
70
C31H32O7, DFT ωB97M-V/def2-TZVPD
C 1.56963 -6.77240 1.77788
O 2.73609 -6.00997 1.38839
C 2.73966 -4.67377 1.62619
C 3.93093 -3.96719 1.30652
C 4.01368 -2.62209 1.56012
C 2.91350 -1.90207 2.10089
C 2.95937 -0.49241 2.27306
C 1.83290 0.31078 2.38467
C 1.96154 1.67030 2.64278
C 0.88649 2.51087 3.04695
C 1.00064 3.93248 3.05636
C -0.05827 4.73031 3.41289
C -1.28383 4.14143 3.82586
O -2.27855 4.98831 4.19650
C -3.52314 4.42494 4.67079
C -1.41976 2.73017 3.84088
C -0.34419 1.94447 3.47717
C 1.74282 -2.63126 2.43724
C 1.63182 -3.98265 2.17918
H 1.85589 -7.80061 1.56548
H 1.35182 -6.64893 2.84853
H 0.69580 -6.48530 1.17573
H 4.75889 -4.52285 0.86674
H 4.92616 -2.07469 1.32193
H 3.93542 -0.01382 2.25030
H 0.83810 -0.12022 2.22166
H 2.94302 2.12221 2.49178
H 1.94669 4.38292 2.75074
H 0.00306 5.81779 3.39428
H -4.10685 5.29924 4.95399
H -4.03243 3.86834 3.87101
H -3.35745 3.77536 5.54228
H -2.36671 2.27515 4.14425
H -0.44040 0.85989 3.53221
H 0.91001 -2.10391 2.90306
H 0.70679 -4.52012 2.40274
C 5.42728 -3.72264 8.68513
C 4.70300 -2.42499 8.45695
O 5.38308 -1.79330 7.33374
C 4.60268 -1.16376 6.43522
C 5.39531 -0.69406 5.28120
C 6.00971 -1.70729 4.47241
C 7.08014 -1.24813 3.53691
C 7.80484 -0.06598 3.75346
C 8.58370 0.47404 2.73155
C 8.66465 -0.18368 1.49760
C 8.06624 -1.44204 1.33486
C 7.35089 -2.00953 2.38980
O 5.66665 -2.89701 4.53608
C 5.09824 0.63642 4.79852
O 5.28794 1.06695 3.65579
O 4.50958 1.38405 5.75127
C 4.15621 2.71216 5.30199
C 3.32430 3.28703 6.40732
O 3.39177 -1.04949 6.52379
H 4.98569 -4.26922 9.51881
H 5.36559 -4.34991 7.78911
H 6.48391 -3.53082 8.89810
H 3.64898 -2.57386 8.20324
H 4.79075 -1.75118 9.31806
H 7.74640 0.42607 4.72550
H 9.08667 1.42805 2.89468
H 9.18717 0.28981 0.66569
H 8.15243 -1.98008 0.38826
H 6.95148 -3.02328 2.31240
H 5.06329 3.30354 5.10777
H 3.58249 2.64899 4.37015
H 2.86713 4.22427 6.08682
H 2.52743 2.59487 6.69954
H 3.94297 3.49098 7.28577
```

Its spin multiplicity is 1. The HOMO-LUMO gap is 3.986 eV. For the largest force on an atom, the calculation gives 2.04 eV/A.